{
  "formula": "C7H13F",
  "method": "the ωB97M-V functional and the def2-TZVPD basis",
  "species": ["C", "H", "C", "H", "H", "C", "H", "C", "H", "C", "H", "H", "F", "C", "H", "H", "H", "H", "C", "H", "H"],
  "xyz": [[-0.7047, -0.8183, 2.1613], [-0.8289, 2.6681, -1.9373], [-0.3861, 1.7300, -2.2708], [0.6526, 1.9578, 0.3034], [-0.9550, 1.3874, -3.1154], [-0.3602, 0.7473, -1.1754], [2.6405, -0.8026, 1.5383], [0.0905, 1.1075, -0.0239], [-1.3123, 0.1425, 2.4434], [-0.9827, -0.5985, -1.4767], [1.6237, -2.1061, 1.1992], [-1.1581, -1.4704, 1.5309], [1.1355, 0.6131, 2.4493], [1.7276, -1.0529, 1.0280], [1.8753, -0.7842, 0.0108], [-1.0448, -0.7732, -2.5065], [-2.1567, -0.6486, -1.2581], [-0.4648, -1.5858, 2.9253], [0.6124, -0.3264, 1.6264], [0.5563, 1.9823, -2.5046], [-0.5601, -1.3690, -0.9475]],
  "atomic_forces_ev_per_a": [[1.78, 2.07, 2.15], [-0.27, 0.02, 0.01], [-3.06, 0.54, 0.49], [-0.10, 0.66, -0.10], [-0.06, -0.11, -0.55], [-1.47, -1.03, -0.67], [0.37, 0.35, 0.37], [1.80, -3.01, 4.41], [0.95, -2.39, -0.20], [-3.61, 2.01, 0.64], [-0.13, -0.89, -0.42], [-1.79, -1.14, -2.69], [0.01, 0.51, 1.08], [0.41, -1.12, 0.45], [0.00, -0.24, -0.91], [0.66, -0.48, -1.66], [2.29, 0.46, 0.11], [-0.22, 0.98, 0.87], [-2.12, 4.02, -3.07], [3.48, 0.73, -1.42], [1.10, -1.93, 1.12]],
  "largest_force_ev_per_a": 5.64,
  "e_above_lowest_ev": 3.781,
  "spin_multiplicity": 1,
  "e_homo_ev": -7.991,
  "e_tot_ha": -374.2206
}

{
  "formula": "C7H13FN3",
  "method": "the ωB97M-V functional and the def2-TZVPD basis",
  "species": ["C", "H", "N", "H", "H", "C", "C", "H", "H", "N", "H", "H", "H", "H", "N", "C", "H", "H", "C", "F", "H", "H", "C", "C"],
  "xyz": [[1.1189, -1.1845, -0.0550], [0.9763, -1.9342, 0.7374], [-1.5896, 1.5534, -0.0498], [-4.2313, 0.2745, -0.7486], [-0.1550, 0.0818, 1.2891], [-0.7369, 0.5621, -0.5808], [1.3069, 1.2230, 0.3630], [3.4569, 1.2410, 0.3741], [-0.4026, 0.8604, -1.6177], [0.3285, 0.1582, 0.3107], [-3.9850, -0.3186, 0.7323], [3.3509, -1.5640, 0.0041], [0.3399, -1.5425, -0.9016], [2.6899, -0.3753, -1.2558], [-2.7231, 1.3615, 0.3191], [-2.3703, -0.9645, -0.5238], [-2.4177, -1.5132, -1.4455], [2.8067, 0.1547, 1.7076], [2.6275, 0.5381, 0.6487], [-1.8339, -1.6973, 0.5024], [0.9450, 1.9767, 1.0498], [1.2948, 1.7536, -0.6284], [2.5570, -0.6599, -0.1619], [-3.3539, 0.0149, -0.0694]],
  "atomic_forces_ev_per_a": [[-3.15, -0.05, -0.84], [-0.05, 0.65, 0.06], [1.27, 0.57, 1.18], [1.66, -0.10, -0.01], [1.22, -0.19, -2.01], [-3.76, -2.25, -2.75], [1.06, 1.80, -0.14], [-0.57, -0.86, 0.35], [-0.06, -0.59, 1.27], [-1.83, -1.08, 2.54], [0.40, -0.25, 1.15], [-1.96, 2.40, -0.05], [2.90, 0.43, 1.18], [0.10, -0.37, 1.13], [-0.93, -0.22, -0.56], [2.51, 2.14, 0.57], [-0.07, -0.11, -0.20], [-0.58, 1.23, -0.87], [1.48, 1.44, 2.32], [-0.35, -0.30, -0.09], [0.26, 0.10, 0.39], [0.38, -0.75, 0.78], [1.29, -3.93, -4.33], [-1.22, 0.30, -1.08]],
  "largest_force_ev_per_a": 5.99,
  "e_above_lowest_ev": 5.015,
  "spin_multiplicity": 1,
  "e_homo_ev": -12.956,
  "e_tot_ha": -538.2363,
  "charge": 1
}

{
  "formula": "C7H13IN2O2",
  "method": "the ωB97M-V functional and the def2-TZVPD basis",
  "species": ["H", "C", "C", "H", "H", "O", "C", "N", "H", "H", "H", "C", "C", "H", "C", "H", "H", "O", "I", "C", "H", "N", "H", "H", "H"],
  "xyz": [[1.3703, -0.6837, 2.5734], [0.7170, -1.0505, 1.6794], [0.6782, 1.2646, 0.6636], [-2.4375, 0.0094, -2.5860], [0.5910, 1.4171, -1.3300], [0.6193, 1.7743, 1.7622], [-2.0806, -0.8760, -2.0348], [0.6581, 1.9932, -0.4792], [0.2264, 3.7101, -1.5957], [-2.9018, -1.4898, -1.9345], [-1.4385, -1.6557, -2.4980], [0.1315, 3.3401, -0.6300], [-1.4047, -0.3533, -0.7304], [0.6731, 4.0153, -0.1001], [0.8383, -0.2462, 0.4464], [0.1933, -2.9714, 2.5705], [0.3466, -1.2348, -1.3975], [-1.8894, 0.4561, 0.0298], [2.8822, -0.4851, -0.2166], [0.9048, -2.6718, 1.7744], [1.9825, -2.7585, 2.0317], [-0.1233, -0.7222, -0.6720], [-0.3396, -0.8178, 2.0835], [0.7305, -3.2791, 0.8788], [-0.9276, 3.3157, -0.2889]],
  "atomic_forces_ev_per_a": [[-0.95, -0.13, -2.02], [-1.68, -1.18, 3.79], [-0.34, 1.28, 0.29], [0.69, -0.55, -0.29], [0.12, 0.57, 0.74], [0.05, -0.45, 0.08], [1.77, 0.53, 0.46], [0.17, -1.00, -1.96], [-0.09, -0.03, -2.11], [-2.35, -0.90, 1.24], [0.21, 1.31, -0.54], [-2.18, -2.41, 1.16], [-1.18, 0.31, -1.60], [1.48, 1.80, 2.21], [-0.60, -0.56, -1.63], [0.86, -0.10, -0.37], [-0.37, -0.20, -0.09], [-0.39, -0.28, 0.29], [0.11, -0.16, -0.42], [0.44, 2.12, -0.24], [-0.86, -0.58, 0.15], [3.37, 0.00, 1.90], [1.34, -0.32, -0.74], [-0.19, 0.46, 0.02], [0.59, 0.44, -0.31]],
  "largest_force_ev_per_a": 4.31,
  "e_above_lowest_ev": 0.022,
  "spin_multiplicity": 1,
  "smiles": "CC[C@@](I)(NC(C)=O)C(=O)NC",
  "e_homo_ev": -9.373,
  "e_tot_ha": -832.1960
}

{
  "formula": "C7H13N",
  "method": "the ωB97M-V functional and the def2-TZVPD basis",
  "species": ["H", "H", "H", "C", "H", "C", "H", "H", "H", "C", "C", "H", "C", "H", "H", "C", "H", "H", "H", "C", "N"],
  "xyz": [[0.1335, -1.3806, 1.2349], [-2.1967, -1.6440, -4.0755], [-3.6389, -1.9476, -3.0533], [1.9833, 1.3994, 1.2172], [1.2139, 0.1682, 2.7682], [-0.5082, -0.0815, -0.2195], [-2.3841, -3.0182, -2.8562], [3.4968, 1.5894, 2.7576], [-0.4875, -2.0762, -1.0746], [-1.9996, -0.9074, -2.0644], [-1.0585, -1.0948, -1.1307], [0.0647, 1.3747, 2.1294], [0.1321, -0.3525, 0.8958], [-2.4973, 0.0138, -2.3126], [1.5705, 2.0871, 0.4761], [-2.4786, -1.9677, -3.0692], [-0.8590, 0.9093, -0.4888], [2.8950, 2.9938, 2.1862], [2.7099, 0.8663, 0.5641], [0.7891, 0.5773, 1.8662], [2.6694, 2.0370, 2.3775]],
  "atomic_forces_ev_per_a": [[0.38, -0.43, -0.44], [0.10, -0.50, 0.05], [1.56, 0.46, -0.22], [0.44, -0.70, 0.77], [-0.33, -0.61, 0.17], [-1.59, 0.38, -0.98], [1.20, -0.31, 0.10], [-0.26, -0.26, -0.54], [-1.19, 0.97, -0.10], [0.34, -1.76, -0.67], [0.90, -1.02, -0.13], [0.39, -0.40, 0.27], [0.55, -0.84, 1.46], [0.17, 0.66, 0.62], [-0.05, 0.59, 0.59], [-2.66, 1.12, 0.66], [0.60, 0.46, 0.10], [0.18, 0.36, -0.01], [-0.56, -0.56, 0.71], [0.34, 1.93, -1.77], [-0.54, 0.46, -0.65]],
  "largest_force_ev_per_a": 2.96,
  "e_above_lowest_ev": 2.033,
  "spin_multiplicity": 1,
  "smiles": "C/C=C/C=C/CCN",
  "e_homo_ev": -8.307,
  "e_tot_ha": -329.1967
}

{
  "formula": "C7H13N",
  "method": "the ωB97M-V functional and the def2-TZVPD basis",
  "species": ["H", "H", "H", "C", "H", "C", "H", "C", "C", "H", "H", "H", "H", "H", "H", "C", "C", "H", "C", "H", "N"],
  "xyz": [[2.5966, 0.1989, 1.3090], [-1.5185, 1.4042, 0.6015], [-2.5743, -1.1418, 1.4581], [-2.0954, -1.5764, 0.5806], [0.6274, 1.8316, -0.3721], [1.7498, 0.8740, 1.2021], [0.8974, 0.4271, 1.7091], [-1.1386, -0.6037, -0.0429], [1.4408, 1.1140, -0.2723], [-2.8803, -1.8442, -0.1275], [2.3088, 1.5633, -0.7645], [-1.3178, 1.2411, -1.1496], [-2.7991, 0.6963, -0.3739], [2.6649, -0.1386, -2.1984], [0.2461, -2.1041, -0.4985], [-1.7181, 0.7642, -0.2589], [1.1516, -0.2416, -1.0018], [1.9946, 1.8135, 1.6953], [0.0416, -1.0407, -0.5097], [-1.5927, -2.4912, 0.8865], [1.9150, -0.7458, -1.8720]],
  "atomic_forces_ev_per_a": [[0.06, -0.05, 0.05], [-0.08, 0.16, 0.06], [-0.05, 0.06, 0.04], [0.09, -0.21, -0.02], [-0.09, -0.15, -0.04], [-0.04, 0.08, -0.06], [-0.04, -0.01, 0.07], [0.05, -0.56, -0.64], [0.14, -0.71, -0.72], [-0.15, 0.04, 0.00], [-0.04, -0.05, 0.01], [0.03, 0.06, 0.00], [-0.04, -0.04, 0.03], [-0.01, 0.16, 0.40], [0.01, -0.09, 0.19], [0.31, 0.15, 0.16], [0.47, 1.79, 0.50], [0.02, 0.02, 0.06], [-0.77, -0.12, 0.67], [0.01, -0.05, 0.00], [0.10, -0.48, -0.75]],
  "largest_force_ev_per_a": 1.91,
  "e_above_lowest_ev": 0.769,
  "spin_multiplicity": 1,
  "smiles": "[H]/N=C(/C=C(C)C)CC",
  "e_homo_ev": -8.976,
  "e_tot_ha": -329.2432
}